1 | H26NO11 | ωB97M-V with the def2-TZVPD basis set

Output
Kohn-Sham gap: 10.437 eV
E_LUMO: -3.23 eV
highest occupied orbital energy: -13.667 eV
multiplicity: 1
total charge: +1

Atoms and positions in Å:
N (-0.29, -0.46, -0.38)
H (-0.49, -0.65, -1.28)
H (-0.74, 0.38, 0.06)
H (0.75, -0.21, -0.41)
H (-0.32, -1.54, 0.13)
O (2.44, 0.36, -2.32)
H (2.33, -0.54, -2.55)
H (2.69, 1.04, -2.92)
O (-0.19, 1.97, 1.53)
H (0.08, 2.34, 0.70)
H (0.00, 2.60, 2.27)
O (-3.22, 1.33, 0.03)
H (-3.21, 2.13, -0.52)
H (-3.41, 0.57, -0.70)
O (-2.41, 0.67, 3.01)
H (-1.74, 1.26, 2.69)
H (-3.26, 1.05, 3.15)
O (-0.83, 0.76, -3.55)
H (-0.37, 1.64, -3.71)
H (-0.96, 0.15, -4.30)
O (-0.11, -2.03, 2.87)
H (-0.84, -1.88, 2.28)
H (0.43, -2.78, 2.78)
O (-2.48, -1.35, 1.17)
H (-3.39, -1.86, 1.36)
H (-2.48, -0.62, 1.78)
O (1.91, 0.27, 1.60)
H (2.57, 0.84, 1.12)
H (1.18, 0.86, 1.59)
O (2.95, -2.31, 0.09)
H (3.68, -1.82, -0.42)
H (2.50, -1.66, 0.66)
O (0.70, 2.41, -0.74)
H (1.23, 2.14, -1.48)
H (0.23, 3.23, -0.87)
O (1.39, -2.58, -1.55)
H (1.79, -2.73, -0.79)
H (1.89, -2.95, -2.39)

In the natural (NBO) picture, each atom carries the following charge in e:
1 N -0.900
2 H 0.429
3 H 0.476
4 H 0.455
5 H 0.497
6 O -1.008
7 H 0.514
8 H 0.498
9 O -1.001
10 H 0.495
11 H 0.506
12 O -0.954
13 H 0.472
14 H 0.486
15 O -0.963
16 H 0.497
17 H 0.493
18 O -0.997
19 H 0.494
20 H 0.505
21 O -0.972
22 H 0.487
23 H 0.481
24 O -1.022
25 H 0.501
26 H 0.505
27 O -0.963
28 H 0.468
29 H 0.482
30 O -0.958
31 H 0.495
32 H 0.503
33 O -0.982
34 H 0.520
35 H 0.499
36 O -1.004
37 H 0.476
38 H 0.492

2 | H26NO11 | ωB97M-V with the def2-TZVPD basis set

Output
Kohn-Sham gap: 10.623 eV
E_LUMO: -3.25 eV
highest occupied orbital energy: -13.872 eV
multiplicity: 1
total charge: +1

Atoms and positions in Å:
N (33.88, 17.32, 36.97)
H (33.46, 18.11, 37.53)
H (32.99, 16.90, 36.66)
H (34.65, 16.58, 37.38)
H (34.32, 17.72, 36.12)
O (31.73, 15.29, 38.32)
H (31.86, 16.08, 38.79)
H (31.04, 14.94, 38.72)
O (30.98, 18.91, 37.68)
H (30.25, 18.87, 37.02)
H (31.35, 19.68, 37.29)
O (31.90, 17.46, 39.76)
H (31.25, 18.15, 39.40)
H (32.53, 17.95, 40.18)
O (30.70, 14.63, 35.78)
H (30.74, 15.12, 36.54)
H (30.54, 13.81, 36.30)
O (34.58, 14.60, 39.21)
H (33.50, 14.77, 39.28)
H (34.90, 14.10, 38.36)
O (33.52, 21.55, 37.74)
H (32.92, 21.35, 36.92)
H (34.24, 20.96, 37.43)
O (36.64, 17.24, 34.26)
H (36.78, 17.44, 33.30)
H (36.39, 16.33, 34.72)
O (35.55, 19.69, 37.26)
H (36.34, 19.73, 36.74)
H (35.67, 19.77, 38.14)
O (32.63, 18.79, 34.64)
H (32.98, 18.15, 34.02)
H (31.62, 18.84, 34.58)
O (33.13, 15.02, 34.56)
H (32.32, 15.06, 35.25)
H (33.45, 14.10, 34.33)
O (36.77, 15.50, 36.90)
H (37.13, 16.11, 37.64)
H (37.03, 14.66, 37.34)

In the natural (NBO) picture, each atom carries the following charge in e:
1 N -0.927
2 H 0.463
3 H 0.450
4 H 0.507
5 H 0.471
6 O -0.972
7 H 0.494
8 H 0.469
9 O -0.956
10 H 0.487
11 H 0.480
12 O -0.976
13 H 0.518
14 H 0.482
15 O -0.919
16 H 0.469
17 H 0.482
18 O -1.008
19 H 0.513
20 H 0.486
21 O -0.941
22 H 0.448
23 H 0.477
24 O -1.048
25 H 0.518
26 H 0.529
27 O -0.973
28 H 0.512
29 H 0.483
30 O -0.986
31 H 0.500
32 H 0.489
33 O -1.035
34 H 0.504
35 H 0.494
36 O -0.962
37 H 0.485
38 H 0.488

Preferred: 1; penalty for the next structure: 11.8 kcal/mol.

1 | C4H2O | ωB97M-V with the def2-TZVPD basis set

Output
Kohn-Sham gap: 8.184 eV
E_LUMO: -1.31 eV
highest occupied orbital energy: -9.492 eV
multiplicity: 1
total charge: 0

Atoms and positions in Å:
C (1.14, -0.52, 0.07)
C (-0.03, -0.67, 0.12)
C (-1.85, -0.14, -0.22)
C (-3.22, 0.01, -0.09)
O (-4.37, -0.04, 0.15)
H (2.19, -0.58, -0.24)
H (-1.45, 0.03, -1.30)

In the natural (NBO) picture, each atom carries the following charge in e:
1 C -0.312
2 C 0.058
3 C -0.550
4 C 0.696
5 O -0.427
6 H 0.254
7 H 0.282

2 | C4H2O | ωB97M-V with the def2-TZVPD basis set

Output
Kohn-Sham gap (spin up / spin down): 7.875 / 7.648 eV
E_LUMO (spin up / spin down): -2.40 / -2.54 eV
highest occupied orbital energy (spin up / spin down): -10.278 / -10.188 eV
multiplicity: 1
total charge: 0

Atoms and positions in Å:
C (-0.37, -0.79, 0.27)
C (0.90, -1.11, -0.35)
C (-1.41, -0.94, 0.94)
C (0.89, 0.26, -0.11)
O (-2.12, 0.91, -0.42)
H (1.70, 0.65, 0.41)
H (0.41, 1.01, -0.74)

In the natural (NBO) picture, each atom carries the following charge in e:
1 C -0.540
2 C 0.221
3 C 0.288
4 C -0.358
5 O -0.156
6 H 0.253
7 H 0.293

3 | C4H2O | ωB97M-V with the def2-TZVPD basis set

Output
Kohn-Sham gap: 8.386 eV
E_LUMO: -0.48 eV
highest occupied orbital energy: -8.869 eV
multiplicity: 1
total charge: 0

Atoms and positions in Å:
C (-0.50, 0.74, 0.00)
C (-0.40, -0.73, 0.01)
C (0.65, 1.40, 0.00)
C (0.91, -0.80, 0.00)
O (1.99, -0.37, 0.00)
H (-1.47, 1.21, 0.00)
H (-1.17, -1.45, -0.01)

In the natural (NBO) picture, each atom carries the following charge in e:
1 C -0.533
2 C -0.530
3 C 0.183
4 C 0.721
5 O -0.396
6 H 0.283
7 H 0.272

Preferred: 3; penalty for the next structure: 16.0 kcal/mol.

1 | C31H23N10O2STi | ωB97M-V with the def2-TZVPD basis set

Output
Kohn-Sham gap (spin up / spin down): 4.046 / 6.206 eV
E_LUMO (spin up / spin down): 1.75 / 1.63 eV
highest occupied orbital energy (spin up / spin down): -2.296 / -4.577 eV
multiplicity: 3
total charge: -1

Atoms and positions in Å:
Ti (-0.46, -0.38, 0.44)
N (-2.32, 4.18, 0.01)
C (-1.95, 3.01, -0.63)
S (-0.98, 3.09, -2.02)
N (-2.51, 1.97, -0.04)
N (-2.09, 0.71, -0.33)
C (-3.06, -0.13, -0.41)
C (-2.78, -1.57, -0.46)
C (-3.80, -2.51, -0.53)
C (-3.49, -3.85, -0.57)
C (-2.16, -4.24, -0.57)
C (-1.20, -3.26, -0.49)
N (-1.50, -1.96, -0.42)
H (-1.76, 4.98, -0.24)
H (-2.57, 4.09, 0.98)
H (-4.07, 0.26, -0.39)
H (-4.83, -2.16, -0.54)
H (-4.28, -4.59, -0.61)
H (-1.87, -5.28, -0.61)
H (-0.14, -3.49, -0.49)
C (-1.93, -2.61, -4.13)
C (-2.41, -1.29, -4.17)
C (-1.61, -0.27, -3.72)
C (-0.32, -0.56, -3.22)
N (0.12, -1.83, -3.14)
C (-0.67, -2.80, -3.61)
N (0.51, 0.49, -2.94)
C (1.29, 0.61, -1.91)
N (1.20, 0.00, -0.63)
C (2.37, 0.38, 0.10)
N (2.75, -0.02, 1.33)
C (2.12, -0.95, 2.02)
C (2.70, -1.35, 3.28)
C (2.22, -2.40, 3.98)
C (1.09, -3.11, 3.48)
C (0.51, -2.65, 2.35)
N (0.96, -1.58, 1.60)
C (3.11, 1.29, -0.68)
C (4.31, 1.99, -0.41)
C (4.79, 2.84, -1.37)
C (4.12, 3.02, -2.61)
C (2.95, 2.33, -2.88)
C (2.46, 1.47, -1.90)
H (-2.52, -3.44, -4.50)
H (-3.40, -1.08, -4.55)
H (-1.93, 0.77, -3.71)
H (-0.26, -3.81, -3.55)
H (3.56, -0.77, 3.61)
H (2.68, -2.69, 4.92)
H (0.67, -3.95, 4.00)
H (-0.40, -3.11, 2.00)
H (4.82, 1.85, 0.54)
H (5.71, 3.39, -1.19)
H (4.52, 3.71, -3.35)
H (2.42, 2.45, -3.82)
O (-1.54, -0.46, 4.31)
C (-1.25, -0.14, 3.18)
O (-1.62, -0.71, 2.06)
C (-0.39, 1.10, 2.94)
C (-0.14, 2.02, 3.92)
C (0.50, 3.20, 3.57)
C (0.83, 3.43, 2.25)
C (0.55, 2.43, 1.32)
N (-0.03, 1.29, 1.67)
H (-0.44, 1.79, 4.94)
H (0.71, 3.96, 4.32)
H (1.30, 4.34, 1.92)
H (0.79, 2.56, 0.27)

In the natural (NBO) picture, each atom carries the following charge in e:
1 Ti 1.716
2 N -0.824
3 C 0.251
4 S -0.363
5 N -0.468
6 N -0.276
7 C 0.050
8 C 0.205
9 C -0.227
10 C -0.138
11 C -0.261
12 C 0.104
13 N -0.541
14 H 0.389
15 H 0.378
16 H 0.206
17 H 0.223
18 H 0.215
19 H 0.223
20 H 0.230
21 C -0.335
22 C -0.182
23 C -0.274
24 C 0.370
25 N -0.474
26 C 0.032
27 N -0.515
28 C 0.439
29 N -0.784
30 C 0.355
31 N -0.563
32 C 0.376
33 C -0.249
34 C -0.180
35 C -0.331
36 C 0.066
37 N -0.658
38 C -0.129
39 C -0.186
40 C -0.230
41 C -0.262
42 C -0.166
43 C -0.054
44 H 0.204
45 H 0.202
46 H 0.247
47 H 0.175
48 H 0.217
49 H 0.201
50 H 0.209
51 H 0.192
52 H 0.216
53 H 0.195
54 H 0.197
55 H 0.222
56 O -0.615
57 C 0.786
58 O -0.814
59 C 0.117
60 C -0.219
61 C -0.176
62 C -0.193
63 C 0.068
64 N -0.515
65 H 0.242
66 H 0.210
67 H 0.217
68 H 0.251

2 | C31H23N10O2STi | ωB97M-V with the def2-TZVPD basis set

Output
Kohn-Sham gap (spin up / spin down): 4.508 / 6.512 eV
E_LUMO (spin up / spin down): 2.29 / 2.09 eV
highest occupied orbital energy (spin up / spin down): -2.216 / -4.423 eV
multiplicity: 3
total charge: -1

Atoms and positions in Å:
Ti (-0.51, 0.76, -0.15)
N (-2.70, 4.12, 1.99)
C (-2.48, 2.93, 1.36)
S (-2.29, 2.91, -0.34)
N (-2.46, 1.87, 2.15)
N (-2.13, 0.79, 1.40)
C (-2.55, -0.37, 1.72)
C (-2.45, -1.39, 0.68)
C (-3.10, -2.61, 0.79)
C (-3.27, -3.38, -0.35)
C (-2.80, -2.90, -1.56)
C (-2.10, -1.70, -1.58)
N (-1.88, -0.98, -0.48)
H (-2.98, 4.90, 1.44)
H (-2.98, 4.07, 2.96)
H (-3.09, -0.57, 2.64)
H (-3.50, -2.92, 1.75)
H (-3.78, -4.33, -0.29)
H (-2.94, -3.44, -2.49)
H (-1.66, -1.31, -2.48)
C (3.14, -1.02, -2.20)
C (3.06, -2.37, -1.85)
C (2.19, -2.76, -0.87)
C (1.40, -1.80, -0.19)
N (1.36, -0.52, -0.67)
C (2.25, -0.16, -1.60)
N (0.79, -2.18, 0.95)
C (0.49, -1.24, 1.85)
N (0.45, 0.11, 1.60)
C (0.45, 0.82, 2.76)
N (0.61, 2.12, 2.89)
C (0.89, 2.90, 1.81)
C (1.35, 4.21, 2.11)
C (1.73, 5.06, 1.11)
C (1.64, 4.63, -0.22)
C (1.13, 3.38, -0.46)
N (0.76, 2.52, 0.51)
C (0.32, -0.13, 3.85)
C (0.23, 0.02, 5.23)
C (0.14, -1.11, 6.01)
C (0.17, -2.40, 5.44)
C (0.27, -2.56, 4.07)
C (0.33, -1.42, 3.27)
H (3.83, -0.65, -2.94)
H (3.70, -3.11, -2.33)
H (2.12, -3.79, -0.53)
H (2.21, 0.89, -1.89)
H (1.40, 4.48, 3.15)
H (2.10, 6.05, 1.35)
H (1.91, 5.27, -1.05)
H (0.96, 3.04, -1.47)
H (0.23, 1.01, 5.66)
H (0.06, -1.01, 7.09)
H (0.11, -3.26, 6.08)
H (0.31, -3.55, 3.62)
O (0.23, 2.33, -3.88)
C (0.01, 1.26, -3.33)
O (-0.38, 1.14, -2.11)
C (0.30, 0.00, -4.14)
C (0.72, 0.15, -5.46)
C (1.06, -0.98, -6.18)
C (0.98, -2.22, -5.56)
C (0.54, -2.27, -4.25)
N (0.20, -1.19, -3.55)
H (0.78, 1.15, -5.87)
H (1.40, -0.90, -7.20)
H (1.25, -3.13, -6.08)
H (0.46, -3.22, -3.72)

In the natural (NBO) picture, each atom carries the following charge in e:
1 Ti 1.575
2 N -0.798
3 C 0.285
4 S -0.272
5 N -0.428
6 N -0.260
7 C 0.005
8 C 0.208
9 C -0.240
10 C -0.144
11 C -0.285
12 C 0.097
13 N -0.515
14 H 0.395
15 H 0.390
16 H 0.203
17 H 0.221
18 H 0.210
19 H 0.216
20 H 0.245
21 C -0.330
22 C -0.186
23 C -0.261
24 C 0.386
25 N -0.564
26 C 0.075
27 N -0.584
28 C 0.366
29 N -0.692
30 C 0.386
31 N -0.562
32 C 0.391
33 C -0.247
34 C -0.177
35 C -0.312
36 C 0.075
37 N -0.589
38 C -0.044
39 C -0.182
40 C -0.256
41 C -0.246
42 C -0.181
43 C -0.127
44 H 0.210
45 H 0.201
46 H 0.217
47 H 0.198
48 H 0.217
49 H 0.200
50 H 0.210
51 H 0.224
52 H 0.216
53 H 0.196
54 H 0.195
55 H 0.213
56 O -0.643
57 C 0.781
58 O -0.810
59 C 0.101
60 C -0.213
61 C -0.184
62 C -0.263
63 C 0.047
64 N -0.417
65 H 0.246
66 H 0.208
67 H 0.210
68 H 0.194

Preferred: 2; penalty for the next structure: 14.9 kcal/mol.